Formula: C13H17AsCeO13P2S
Source: the OMol25 dataset
Level of theory: ωB97M-V/def2-TZVPD

Geometry (Å):
O -4.30212 -1.59911 0.55868
C 2.76494 -2.85917 1.24725
O 0.81564 3.69472 2.52790
Ce 0.16407 -0.36333 0.45127
H -4.16823 -1.45201 1.50269
H 3.64126 -2.51679 3.26600
H -0.03048 3.64930 2.99812
O 4.22857 0.59593 -0.40804
H 1.11360 -2.15274 4.04030
O -0.00496 3.16235 0.26184
O 2.76240 3.53420 -0.16590
H -4.49909 0.23898 -5.35031
H 2.48642 3.13385 -1.00140
C -2.40939 -0.20780 -2.75057
O 0.01528 0.64927 -3.19168
H 1.08031 -3.22711 -0.15102
C 2.76932 -2.56555 2.62580
C 1.43761 -2.83032 0.79125
C -4.96050 -0.83666 -3.55233
C 1.44451 -2.35436 3.03075
C 0.59915 -2.51733 1.91377
C 2.63872 2.56533 0.86924
O -1.94847 -0.41050 0.95327
C 3.58544 2.90824 1.99980
H 3.43251 2.22062 2.83073
P 2.91070 0.87073 0.17793
S -0.79652 0.15905 -2.12156
C -4.52050 -1.24868 -2.30226
O -2.00674 -2.98545 -0.06200
As -2.61202 -1.48246 -0.12912
C -2.84394 0.22104 -3.99084
H 3.41275 3.92986 2.33555
H -5.15445 -1.81561 -1.63533
O -0.35632 -1.11040 -1.50784
H -2.16821 0.78114 -4.62425
O 1.64605 0.71775 -0.67061
C -3.23785 -0.91449 -1.89361
O 2.63244 0.04582 1.54039
O 0.29266 1.27296 1.97739
P 0.86602 2.53987 1.41522
H -0.45832 -2.76792 1.96753
H 3.63729 -3.09316 0.65151
O -1.08443 1.14069 -1.05568
H 3.07348 -0.83458 1.62116
H 4.60472 2.80747 1.62735
H -5.95923 -1.09777 -3.87831
C -4.13415 -0.09357 -4.38736
H -0.39997 2.49770 -0.35269

Forces on atoms 1 to 3 (eV/Å):
O 0.65 0.29 -0.32
C 0.07 -0.01 -0.11
O -0.06 -0.20 -0.08

Properties
Spin multiplicity: 2
Molar mass (g/mol): 690.32
Charge: -1
Gap between HOMO and LUMO (alpha / beta) (eV): 7.0 / 7.1
Relative energy (zero: lowest compared OMol25 entry of this formula, charge and spin) (eV): 2.328



Formula: C13H17AuF4N4S
Source: the OMol25 dataset
Level of theory: ωB97M-V/def2-TZVPD

Geometry (Å):
F -1.19768 -1.81530 0.45622
C 0.67220 3.51824 -4.74475
F -2.09490 -3.52750 2.29251
F 3.20870 -3.47417 1.15800
H 1.43588 2.12643 -6.26597
C 3.02794 1.21220 1.38712
H 4.13277 0.21763 -1.13325
C 2.84352 -1.27010 -0.32228
C 3.06642 0.14149 -0.87330
C 1.05840 -2.50960 0.73451
C 1.41157 -4.32160 2.38357
F 2.26082 -5.12450 2.99533
C 1.90464 -3.43186 1.43759
H 1.55712 2.30814 -1.33149
H 2.39432 1.92548 1.91215
H -1.14391 3.41198 -3.54977
H 1.08710 0.24241 -4.69668
H 3.42429 -1.39478 0.59429
Au 0.09595 -0.66616 -1.50968
H 2.57213 2.40134 -4.93553
N 0.92354 1.20232 -4.43197
H 1.24670 4.23498 -4.15229
N 2.69017 1.20627 0.00761
N 1.44946 -1.56806 -0.12904
N -0.35686 2.90225 -3.92197
S -1.26187 0.60505 -2.90988
H 2.49682 0.26864 -1.80195
H 2.90479 0.23279 1.84791
C 2.37503 2.44590 -0.61893
C 0.05638 -4.37896 2.69256
C -0.17840 1.60090 -3.79739
C 1.51495 2.30374 -5.19107
H -0.32005 -5.08441 3.42164
H 3.23683 2.84516 -1.17032
H 4.07000 1.52787 1.54832
H 2.07640 3.18430 0.12013
H 0.22509 4.05120 -5.58531
C -0.32877 -2.63407 1.06340
C -0.80523 -3.51672 2.01613
H 3.26596 -1.98049 -1.04835

Forces on atoms 1 to 3 (eV/Å):
F 0.55 -0.89 0.81
C 0.29 0.44 -0.31
F 0.25 0.00 -0.10

Properties
Molar mass (g/mol): 534.33
Charge: +2
Gap between HOMO and LUMO (alpha / beta) (eV): 3.6 / 3.6
Relative energy (zero: lowest compared OMol25 entry of this formula, charge and spin) (eV): 1.698



Formula: C13H17BN4O4Pb
Source: the OMol25 dataset
Level of theory: ωB97M-V/def2-TZVPD

Geometry (Å):
N 5.00199 1.64457 -0.61122
H -2.49179 -0.46987 -0.34123
H 1.09367 5.56333 0.41512
B 3.79782 1.26046 0.16747
H -0.66073 -2.79348 0.71079
H 5.47627 0.82891 -1.01819
H 4.20517 4.51924 -0.48800
H -3.07801 -1.90956 1.17161
C -1.50680 0.11850 -0.23918
O -1.39228 4.44934 0.10747
H -0.82552 -4.03403 -1.53448
Pb 1.37473 -1.86047 -3.17958
C -4.29387 -3.68050 1.80832
C -3.07524 -3.36740 -0.57325
C 2.39933 2.09490 0.12441
N -1.61825 1.53737 -0.16402
H -4.72759 -2.02831 0.32405
H -0.41694 -2.53589 -2.52660
H -5.33202 -4.11811 1.56318
O -2.38124 -2.65464 -1.61107
H 4.76552 -0.14013 1.21497
C -3.81680 -2.64853 0.67813
O 3.83040 0.11563 1.05769
C 1.13284 4.43540 0.28061
C -0.19794 -0.70938 -0.19396
H -4.31304 -3.12763 2.81450
H 4.80486 2.37612 -1.30430
C 1.03381 1.31790 -0.02393
C -0.23876 -2.31968 -0.24693
H 3.53996 5.28975 0.87266
H -2.07057 3.93643 0.61427
O -3.17281 -4.62323 -0.61176
C -0.21653 3.66887 0.11597
C -0.30511 2.09321 -0.03349
C 2.48661 3.65413 0.27493
H 0.86290 -2.67983 -0.30664
H -3.58934 -4.58568 1.90731
C -0.96061 -2.88152 -1.55444
N 1.10049 -0.11062 -0.10908
N 3.77543 4.37442 0.44791

Forces on atoms 1 to 3 (eV/Å):
N -2.48 -0.79 0.15
H 1.81 1.19 0.17
H 0.00 -1.70 -0.23

Properties
Molar mass (g/mol): 511.31
Charge: +2
Gap between HOMO and LUMO (eV): 3.0



Formula: C13H17Br27Cl2NOP
Source: the OMol25 dataset
Level of theory: ωB97M-V/def2-TZVPD

Geometry (Å):
Br -4.97528 4.99746 2.51810
H -1.71650 -0.08489 -0.05556
H -0.14968 2.62156 3.07568
Br 6.35656 -0.89049 1.53054
Br 6.86155 1.53548 -0.52966
Br -4.55487 -1.76603 -5.08870
C -0.74599 -0.03209 2.08439
C -2.93723 -3.64884 2.46825
H 0.11265 0.48748 2.71254
H -1.82035 0.11852 2.55013
C -2.80857 -2.61271 -4.95540
Br -3.30369 2.73363 -4.53139
Br -3.26789 -3.90338 4.36830
H -3.57545 -4.36072 1.93447
Br -3.45252 -1.86900 1.87583
C -1.63056 3.23003 -3.67198
Br -7.00202 7.45789 2.99084
H 5.76665 -0.67862 -0.88488
Br 2.43865 -8.45719 3.19488
Br -1.88507 4.63196 -2.34756
Cl 1.17903 3.67456 1.15625
C -1.05032 2.06584 0.30495
Br 1.94544 -3.02067 -6.11520
C -3.41738 3.40985 1.90614
C -0.82297 0.45674 0.52144
Br 8.29841 6.76589 1.74876
H 1.44065 -3.06269 -0.03998
C 7.71998 5.19323 0.76066
Br 2.71818 -1.04501 -3.68933
H -1.09491 4.57718 1.90939
N -2.38692 2.73231 2.56251
C 1.98320 -1.18051 -5.48538
Br 7.95748 5.41552 -1.15727
Br 3.85558 0.57250 0.11999
Br 3.82392 -3.48182 -0.64954
C 1.93487 -3.92282 -0.50360
H 0.41050 -9.49135 2.17292
P -0.79704 3.13925 1.86389
H 2.65734 -0.62917 -6.14914
C 5.71699 0.03543 -0.05622
H 8.36737 4.36576 1.06921
Br -0.51858 -7.25174 2.76290
Br -2.07359 -2.47721 -3.15935
Cl 0.73842 -0.04810 -0.34537
H -0.22975 2.42017 -0.48550
C 0.53995 -8.85725 3.05620
Br 5.89657 4.68594 1.21034
Br -0.71477 1.68531 -2.92408
H -2.08857 2.22604 -0.24237
C -6.59491 5.60238 3.40983
H -2.13443 -2.06137 -5.61917
O -4.45646 3.62487 1.05199
H -0.53335 -1.20605 2.10886
H -7.41997 4.99787 3.01885
Br -1.09811 -4.06631 1.99124
Br -0.09878 -9.87608 4.58536
Br -2.84633 -4.45287 -5.58522
Br 1.11395 -4.17693 -2.24879
Br 0.23691 -0.33383 -5.61868
H -0.98033 3.64077 -4.45142
Br 1.63583 -5.44821 0.66607
Br -6.52351 5.29252 5.32900

Forces on atoms 1 to 3 (eV/Å):
Br -4.21 4.12 3.55
H 2.16 1.02 1.41
H -0.81 0.52 -1.35

Properties
Molar mass (g/mol): 2462.57
Gap between HOMO and LUMO (eV): 7.9



Formula: C13H17Cl2CoO5
Source: the OMol25 dataset
Level of theory: ωB97M-V/def2-TZVPD

Geometry (Å):
H 1.78396 -0.51235 -1.24684
O -1.46222 -1.24844 1.56294
H -0.06633 3.45563 -3.78654
H 1.80513 1.13030 3.03086
O -0.37792 2.27680 -0.06448
H 2.54319 -1.93596 -0.51897
H -1.09991 -2.54090 0.06779
H 0.47003 -0.86838 3.60868
H 1.11256 -2.36378 2.17466
C -1.60535 -1.06037 2.97106
C -0.45131 0.20633 -4.65993
C -0.73307 0.44288 -2.24848
C -0.30417 2.64852 -1.25326
C -0.44800 1.83457 -2.40552
C -0.44227 -0.26893 3.53957
O 1.08480 -0.99292 0.63847
C 0.85834 1.67413 3.07393
C -0.24471 2.39221 -3.68429
H -0.42023 -0.41987 -5.54126
H 2.95296 -0.31684 0.08316
H -0.08930 3.70872 -1.43068
Cl -0.04461 2.26018 -6.36503
C -0.78195 -2.42189 1.10323
Co -0.57229 0.43882 0.61379
H 0.88251 2.52119 2.39361
H -2.52431 -0.48911 3.09757
H 0.69029 2.02637 4.09200
C 0.73110 -2.27405 1.15476
H 1.17006 -3.06847 0.55098
O -1.04898 -0.09820 -1.12856
H -0.69768 0.09305 4.53798
C -0.66434 -0.35237 -3.42890
H -1.09703 -3.28892 1.68656
H -1.70506 -2.01980 3.47976
C -0.26539 1.59451 -4.79178
Cl -0.86871 -2.05416 -3.25467
C 2.15373 -0.94067 -0.31515
O -0.22354 0.83217 2.66296

Forces on atoms 1 to 3 (eV/Å):
H -0.05 -0.01 0.02
O 0.31 0.39 -0.47
H 0.01 -0.01 0.02

Properties
Spin multiplicity: 2
Molar mass (g/mol): 383.11
Charge: +1
Gap between HOMO and LUMO (alpha / beta) (eV): 7.6 / 7.6
Relative energy (zero: lowest compared OMol25 entry of this formula, charge and spin) (eV): 0.164